# 1
65
Properties=species:S:1:pos:R:3:forces:R:3:mulliken_charge:R:1 method="wB97M-V/def2-TZVPD" charge=+1 smiles="CC(C)N1CCc2c(sc(NC(=O)c3ccc(S(=O)(=O)[N@@H+]4CCc5ccccc54)cc3)c2C(N)=O)C1" energy_ha=-2324.32853
C -8.768462 -0.644758 -0.929488 0.2750 -0.1796 -0.0593 -1.7452
C -7.284256 -0.956956 -1.115188 -0.1437 0.1637 -0.1527 0.5250
C -6.630958 0.075640 -2.044945 -0.0580 -0.3017 0.0753 -1.3223
N -6.635563 -1.143137 0.172696 0.0128 -0.2847 0.0910 0.2134
C -6.663017 -0.097813 1.162829 0.0208 0.1708 -0.0003 -1.5957
C -5.621542 1.027410 0.967237 -0.1625 -0.1597 -0.0017 -1.0298
C -4.299098 0.457107 0.547932 -0.1338 -0.4433 -0.1231 1.2650
C -4.207392 -0.851496 0.173558 0.3349 0.3172 0.0361 0.8348
S -2.596499 -1.342480 -0.246959 -0.7077 0.4199 0.2530 -0.3227
C -2.038335 0.248816 0.087814 -0.6919 -0.1476 0.0902 0.0683
N -0.723752 0.598317 -0.037920 0.6604 0.2952 -0.0718 0.0576
C 0.219674 -0.278327 -0.444978 -0.5813 0.0793 0.1316 0.5118
O -0.047235 -1.438692 -0.717796 0.4954 0.1066 -0.0775 -0.7727
C 1.608338 0.255581 -0.541566 0.7385 0.0226 -0.1187 0.8251
C 2.529678 -0.535399 -1.236849 -0.2363 0.1040 0.0895 -0.7265
C 3.845531 -0.142017 -1.357950 0.0426 0.0308 -0.1426 -0.6648
C 4.226701 1.052370 -0.765140 0.6091 0.1659 -0.1022 0.4510
S 5.917571 1.534050 -0.852528 -0.0728 0.1612 0.5386 1.2929
O 6.651296 0.855660 -1.857444 -0.2410 -0.3641 -0.1088 -0.5728
O 6.149550 2.904111 -0.561904 -0.3362 0.1626 0.1261 -0.6155
N 6.634853 0.727212 0.776546 -0.8448 0.4615 -0.6707 -0.0055
C 8.109179 0.734819 0.624796 1.0067 0.0207 -0.2216 -0.5620
C 8.447675 -0.621337 -0.011302 0.1374 -0.0913 -0.2049 -0.8196
C 7.258837 -1.460489 0.346359 -0.1635 0.2828 0.1774 0.8361
C 7.058735 -2.823515 0.252222 -0.0762 0.1015 0.0164 -0.6787
C 5.842608 -3.347070 0.672472 0.0749 -0.0260 -0.0482 -0.6063
C 4.848387 -2.529812 1.187542 -0.0298 0.1641 0.0545 -0.6937
C 5.035917 -1.156639 1.281103 0.0357 0.0011 0.1417 -0.6506
C 6.245052 -0.652883 0.848219 0.0716 -1.0902 0.1404 -0.0717
C 3.338312 1.859217 -0.070728 0.1042 0.1851 0.0728 -0.9379
C 2.019098 1.461264 0.035479 -0.0608 -0.2439 -0.0847 -0.6044
C -3.036367 1.127200 0.486262 0.6235 -0.5096 -0.2109 -1.2429
C -2.675415 2.523733 0.762451 -0.2256 -0.0663 0.0044 0.8910
N -3.658277 3.405719 1.005507 -0.1278 0.2515 0.0806 -0.3082
O -1.497333 2.901103 0.765425 0.3199 0.2242 0.0188 -0.8393
C -5.356192 -1.811447 0.156203 -0.0681 -0.2134 0.1823 -1.4729
H -8.924539 0.381932 -0.607547 -0.0495 0.1360 0.0338 0.3662
H -9.288200 -0.781380 -1.873628 -0.0933 0.0500 -0.0980 0.4561
H -9.201820 -1.316292 -0.193640 -0.0856 -0.0584 0.0688 0.3973
H -7.213678 -1.936978 -1.603730 -0.0210 0.0987 0.0281 0.3586
H -7.038157 -0.032612 -3.046794 -0.0322 0.0582 -0.1558 0.4834
H -6.833860 1.089598 -1.710103 -0.0077 0.1488 0.0350 0.2174
H -5.554578 -0.072149 -2.094312 0.1118 0.0254 -0.0623 0.3395
H -6.466714 -0.578464 2.127630 -0.0450 0.1047 0.0379 0.4359
H -7.661564 0.334611 1.202345 -0.0001 -0.0096 0.0978 0.3818
H -5.978268 1.727849 0.206097 -0.0257 0.0980 0.0523 0.3381
H -5.522151 1.559950 1.917010 -0.0312 0.0717 -0.0094 0.6827
H -0.596744 1.599939 0.205798 0.0803 -0.2808 -0.0803 0.4595
H 2.179351 -1.459957 -1.670306 -0.0066 -0.0651 -0.0272 0.4914
H 4.570873 -0.725242 -1.900959 0.0432 -0.1649 -0.0751 0.5594
H 6.304776 1.315901 1.541205 -0.0190 -0.0170 -0.0122 0.4609
H 8.399194 1.583680 0.004981 0.0319 -0.0030 0.1539 0.2824
H 8.573458 0.831096 1.608950 -0.2304 0.0491 -0.0503 0.4777
H 9.378241 -1.032371 0.376841 -0.0016 0.0807 0.0245 0.4760
H 8.532393 -0.539035 -1.096357 0.1013 0.0202 0.0952 0.2885
H 7.832808 -3.467035 -0.133497 0.0954 -0.0897 -0.0413 0.4969
H 5.672843 -4.409977 0.607112 -0.0232 -0.1165 0.0012 0.4338
H 3.917510 -2.959306 1.520409 -0.1044 -0.0468 0.0437 0.4625
H 4.268293 -0.518895 1.691285 -0.1409 0.0793 0.0288 0.5432
H 3.684150 2.787500 0.355519 -0.0520 0.1477 0.0874 0.5057
H 1.325963 2.088384 0.574309 -0.0646 0.0777 0.0576 0.4241
H -4.630756 3.167668 0.959224 0.0027 -0.0480 -0.0083 0.1406
H -3.394193 4.362872 1.174474 -0.0074 -0.0587 -0.0213 0.2326
H -5.292556 -2.448784 1.051524 0.0470 -0.0400 -0.1336 0.3495
H -5.289346 -2.467586 -0.713777 -0.0736 -0.0184 0.0083 0.5481

=====

# 2
20
Properties=species:S:1:pos:R:3:forces:R:3:mulliken_charge:R:1 method="wB97M-V/def2-TZVPD" charge=0 smiles="C=C([O-])[NH2+][C@H](C)CN" energy_ha=-382.36738
C -1.069659 2.276051 -1.487256 0.1175 0.4013 -0.3166 -1.2539
C -0.010593 2.186987 -0.553734 -0.1783 -0.2153 0.2997 0.5892
O 0.923846 2.823898 -0.152044 -0.1905 -0.1233 -0.0637 -0.5467
N -0.520971 0.915453 0.294689 -0.3270 0.3069 -0.8692 -0.3165
C 0.377336 -0.259279 0.370138 -0.1402 -0.1547 -0.0163 0.6579
C 0.562133 -0.855566 -1.018810 -0.0221 0.0757 0.1157 -1.5738
C -0.194918 -1.269940 1.383566 0.0796 0.0784 -0.0828 -0.9208
N 0.632315 -2.430144 1.673572 0.0026 0.0785 -0.0486 -0.5967
H -1.214073 1.406677 -2.124935 0.0188 -0.1750 0.1354 0.2593
H -1.195735 3.208489 -2.025840 0.0584 0.0051 0.0042 0.3190
H -0.722461 1.270701 1.227859 -0.0790 -0.0001 -0.0772 0.2736
H -1.504630 1.207983 -0.434640 0.7700 -0.3712 0.9385 0.4640
H 1.346621 0.099662 0.740539 -0.0639 0.0237 -0.0071 0.1986
H -0.387289 -1.232747 -1.406694 0.0004 -0.0032 0.0140 0.3181
H 1.276416 -1.678407 -0.986627 -0.0214 0.0134 0.0101 0.4369
H 0.948807 -0.112714 -1.716826 -0.0014 0.0053 0.0104 0.3996
H -0.383711 -0.750114 2.329179 -0.0014 0.0036 -0.0485 0.3978
H -1.165307 -1.621100 1.020102 0.0217 0.0216 -0.0016 0.3790
H 1.551592 -2.161168 2.004713 -0.0461 -0.0161 -0.0280 0.2561
H 0.750281 -3.024723 0.863049 0.0023 0.0452 0.0313 0.2594

=====

Across the entries above, gap between HOMO and LUMO takes the values 0.2191; 0.3320 Eh, respectively.
Across the entries above, ΔE to the lowest compared entry with this formula, charge and spin takes the values 0.0; 84.8 kcal/mol, respectively.